[1]
Formula: C3H8S
Source: the OMol25 dataset
Level of theory: the ωB97M-V functional and the def2-TZVPD basis

Properties
spin multiplicity	2
ΔE to the lowest compared entry with this formula, charge and spin	20.1	kcal/mol
LUMO energy (spin up / spin down)	-4.0683 / -9.2074	eV
HOMO-LUMO gap (spin up / spin down)	12.602 / 7.429	eV
total energy	-516.9305	Eh
highest occupied orbital energy (spin up / spin down)	-16.67 / -16.64	eV
charge	+1
expectation value of S²	0.75

Each line ends with the natural charge from an NBO analysis.
Geometry (Å):
C1 0.8268 0.7894 -1.0021  -0.603
C2 -0.4487 0.4397 -0.1651  -0.409
C3 -0.0056 -0.4484 1.0089  -0.553
S1 -1.3630 -1.5371 1.5373  0.744
H1 0.4862 1.3065 -1.8861  0.244
H2 1.3544 -0.1144 -1.3141  0.215
H3 1.5659 1.4582 -0.4413  0.232
H4 -0.8744 1.3510 0.1261  0.245
H5 -1.1309 -0.1875 -0.8417  0.210
H6 0.4327 0.1389 1.8595  0.286
H7 0.7064 -1.1889 0.7657  0.267
H8 -1.5496 -2.0074 0.3529  0.123

=====

[2]
Formula: C3H8N2O
Source: the OMol25 dataset
Level of theory: the ωB97M-V functional and the def2-TZVPD basis

Properties
ΔE to the lowest compared entry with this formula, charge and spin	58.7	kcal/mol
LUMO energy	0.8882	eV
HOMO-LUMO gap	8.798	eV
total energy	-303.7986	Eh
highest occupied orbital energy	-7.91	eV
SMILES	N/C=C\[C@H](N)O

Each line ends with the natural charge from an NBO analysis.
Geometry (Å):
N1 2.1476 0.0894 -0.6498  -0.792
C1 1.3300 0.6451 0.3130  0.050
C2 -0.0182 0.7191 0.3627  -0.378
C3 -0.8206 -0.5180 0.1609  0.223
N2 -1.9274 -0.3785 -0.7546  -0.850
O1 -1.2846 -1.1404 1.3269  -0.702
H1 1.7840 -0.7439 -1.0869  0.374
H2 3.1344 0.0791 -0.4499  0.385
H3 1.8819 1.3584 0.9193  0.180
H4 -0.5221 1.5987 0.7402  0.199
H5 -0.0022 -1.2062 -0.3193  0.134
H6 -2.3039 0.5645 -0.7336  0.350
H7 -1.6789 -0.5804 -1.7144  0.364
H8 -1.7200 -0.4868 1.8855  0.464